No. 1
Molecular formula: C22H48N5O
Method: DFT, the ωB97M-V functional and the def2-TZVPD basis

```
76
Properties=species:S:1:pos:R:3:forces:R:3:mulliken_charge:R:1
C 0.419 0.404 4.517 -4.423 4.918 -6.929 -0.838
C -0.330 1.048 3.520 5.157 -3.471 6.182 -0.519
C -1.018 1.937 2.323 -1.148 -2.596 1.266 0.793
C -2.541 1.523 1.818 1.570 0.828 -0.930 -0.245
N -2.879 2.844 1.099 -2.991 -0.007 3.948 -0.053
O -2.165 3.097 -0.018 2.375 1.345 -0.992 -0.368
C -2.636 3.844 2.249 3.785 -3.618 -0.598 0.027
N -3.482 4.855 2.632 0.436 0.271 0.345 -0.308
N -1.318 3.342 2.793 -2.508 2.254 -3.119 0.523
C -0.173 4.319 2.916 1.584 1.761 3.100 -0.102
C 0.112 4.478 4.557 -0.844 -0.130 0.141 -1.160
C 1.232 3.847 2.216 -0.133 -0.295 -0.906 -0.298
C 2.464 4.925 2.331 0.861 0.033 -0.074 -0.420
C 3.844 4.095 1.883 -0.841 -0.891 -0.302 -0.593
H 1.223 -0.010 5.297 -2.459 1.001 -2.187 0.380
H -0.395 1.753 1.351 -0.711 1.057 2.009 -0.041
H -3.384 1.398 2.621 1.921 -0.181 -1.485 0.316
H -2.388 0.700 0.996 -0.908 1.475 1.794 0.250
H -1.390 3.710 0.168 -0.820 -1.098 -0.179 0.353
H -3.648 5.728 2.048 0.088 -2.099 0.561 0.285
H -4.091 4.793 3.502 1.759 0.078 -1.275 0.287
H -0.499 5.388 2.510 0.573 -2.404 0.738 0.243
H 0.686 3.525 4.968 -1.009 2.173 -1.014 0.233
H 0.653 5.492 4.781 -0.877 -2.147 -0.408 0.370
H -0.932 4.488 5.135 2.239 0.107 -1.348 0.337
H 0.990 3.685 1.059 0.749 0.230 2.309 0.151
H 1.652 2.821 2.657 -1.288 2.202 -0.841 0.236
H 2.359 5.858 1.597 -0.101 -2.091 1.695 0.308
H 2.617 5.328 3.445 -0.527 -0.914 -2.535 0.231
H 3.499 3.165 1.220 0.767 1.985 1.331 -0.034
H 4.372 3.619 2.827 -0.937 1.247 -2.023 0.268
H 4.556 4.726 1.201 -1.296 -1.120 1.678 0.317
C 1.390 -2.371 2.261 0.039 -0.053 -0.037 -1.642
C 1.228 -1.523 1.002 0.362 -0.022 0.153 0.600
N 2.420 -0.741 0.665 -0.074 0.532 -0.041 0.232
C 2.170 0.296 -0.342 0.056 -0.155 0.212 0.552
C 1.757 -0.162 -1.736 -0.046 0.077 -0.339 -1.185
C 3.664 -1.492 0.492 0.065 -0.168 0.353 -0.700
C 3.680 -2.607 -0.549 0.166 -0.153 -0.250 -0.903
H 1.716 -1.762 3.110 0.018 -0.036 -0.168 0.262
H 0.431 -2.830 2.526 0.124 0.058 -0.077 0.431
H 2.109 -3.181 2.116 -0.031 0.062 0.035 0.401
H 0.395 -0.835 1.191 0.130 0.181 -0.170 -0.119
H 0.919 -2.169 0.174 -0.145 -0.123 -0.074 -0.035
H 3.055 0.939 -0.430 0.026 -0.217 0.121 0.382
H 1.384 0.958 0.043 -0.096 -0.082 0.158 -0.735
H 2.597 -0.587 -2.288 -0.124 -0.028 0.063 0.282
H 1.401 0.699 -2.313 0.018 -0.071 0.034 0.523
H 0.944 -0.893 -1.711 0.125 0.055 0.034 0.107
H 3.937 -1.931 1.460 -0.179 0.073 -0.053 0.389
H 4.485 -0.797 0.275 -0.310 0.113 -0.005 0.355
H 2.806 -3.260 -0.481 0.046 0.074 0.007 0.210
H 4.565 -3.235 -0.398 -0.108 0.072 -0.002 0.385
H 3.743 -2.213 -1.565 -0.103 -0.107 0.071 0.255
C -4.043 -5.109 -4.814 0.046 -0.001 -0.054 -1.425
C -3.495 -4.126 -3.783 0.144 -0.274 -0.041 -0.321
N -2.083 -4.343 -3.458 0.230 0.070 0.399 0.140
C -1.643 -3.619 -2.261 -0.209 -0.352 0.008 -0.804
C -1.667 -2.096 -2.311 0.106 0.336 0.046 -0.420
C -1.145 -4.319 -4.582 -0.185 -0.327 -0.151 -0.678
C -1.109 -3.064 -5.448 0.184 0.225 -0.197 -0.882
H -3.863 -6.145 -4.508 0.047 0.160 -0.020 0.332
H -5.125 -4.974 -4.918 0.166 0.026 0.023 0.430
H -3.599 -4.954 -5.800 -0.021 -0.051 0.043 0.298
H -4.092 -4.259 -2.872 0.304 0.101 0.063 0.426
H -3.679 -3.104 -4.131 -0.121 0.152 -0.074 0.272
H -0.632 -3.947 -1.988 -0.076 -0.055 -0.234 0.320
H -2.274 -3.939 -1.422 -0.068 -0.052 -0.193 0.371
H -0.858 -1.699 -2.927 -0.152 0.015 -0.032 -0.016
H -1.523 -1.694 -1.302 -0.002 -0.025 0.002 0.117
H -2.619 -1.705 -2.682 0.089 -0.057 -0.014 0.371
H -1.371 -5.172 -5.234 -0.116 0.088 0.139 0.371
H -0.131 -4.524 -4.218 -0.231 0.055 0.217 0.308
H -2.107 -2.718 -5.730 0.063 -0.044 0.057 0.234
H -0.566 -3.275 -6.375 -0.066 0.014 0.092 0.375
H -0.582 -2.245 -4.953 -0.134 0.010 -0.056 0.206
```
Forces are in eV/Å.

Properties
multiplicity: 1
net charge: +1
M: 398.7 g mol⁻¹
total energy: -33071.63603 eV

***

No. 2
Molecular formula: C48H52Br6O18S2
Method: DFT, the ωB97M-V functional and the def2-TZVPD basis

```
126
Properties=species:S:1:pos:R:3:forces:R:3:mulliken_charge:R:1
Br 1.333 2.937 3.167 -0.247 0.455 -0.129 -0.150
C 2.377 1.486 3.878 0.022 -0.330 -0.237 0.142
C 3.659 1.981 4.499 -0.644 0.034 -0.002 -0.116
Br 4.745 0.413 4.692 0.615 -0.408 0.173 -0.165
H 2.635 0.877 3.012 -0.279 -0.092 0.102 -0.046
H 1.732 0.959 4.582 0.122 -0.026 -0.197 -0.182
H 3.499 2.353 5.511 0.162 0.347 -0.313 0.416
H 4.138 2.680 3.813 0.239 -0.084 0.434 0.150
Br 5.199 1.715 0.514 -0.166 -0.742 0.105 -0.107
C 3.989 3.176 0.188 0.772 1.256 0.493 0.159
C 4.321 4.317 1.215 -1.047 -0.674 -0.892 -0.491
Br 6.197 4.829 1.225 -0.454 0.095 0.074 -0.173
H 2.950 2.854 0.259 0.172 -0.115 0.286 -0.329
H 4.196 3.468 -0.842 -0.054 0.226 0.190 0.422
H 3.991 4.025 2.213 0.479 -0.118 -0.047 0.027
H 3.716 5.192 0.976 0.260 0.087 -0.244 0.469
Br 5.287 -3.467 -5.031 -0.692 0.785 0.244 -0.215
C 3.883 -2.053 -4.589 1.687 0.224 0.369 -0.521
C 4.627 -0.976 -3.657 -1.589 -1.585 -0.349 -0.278
Br 3.260 0.415 -3.144 1.095 -0.694 -0.435 -0.021
H 3.095 -2.641 -4.118 0.219 0.411 0.415 0.186
H 3.507 -1.736 -5.562 0.322 0.395 0.252 0.462
H 5.575 -0.572 -4.012 -0.622 0.407 -0.653 0.519
H 4.924 -1.498 -2.747 -0.454 0.134 0.168 -0.092
O 2.060 0.442 0.190 -0.912 0.056 -0.137 -0.204
S 0.637 0.458 -0.063 -1.584 -0.719 -0.466 0.852
O -0.077 1.707 -0.303 1.045 -1.340 0.513 -0.570
O 0.283 -0.413 -1.438 -1.062 4.000 1.903 0.386
C 0.718 -1.702 -1.496 2.283 -1.536 -0.180 0.233
C -0.142 -2.518 -2.391 -0.126 -1.086 0.027 -1.477
C -0.298 -0.538 1.208 -0.261 0.587 -1.178 -0.731
H 0.787 -2.142 -0.501 -0.016 -0.196 0.014 0.369
H 1.732 -1.617 -1.886 0.146 -0.588 0.047 -0.455
H -1.035 -2.809 -1.839 -0.473 0.369 -0.530 0.222
H 0.361 -3.464 -2.590 0.259 -0.062 0.056 0.485
H -0.286 -2.075 -3.377 -0.386 0.242 0.258 0.016
H -0.740 0.112 1.963 0.568 0.216 0.006 0.015
H 0.213 -1.393 1.651 0.302 0.362 -0.189 0.456
H -1.139 -0.885 0.607 -0.003 -0.165 -0.011 0.283
O -0.961 -0.236 4.362 -0.362 -3.082 2.720 -0.246
S -1.027 -1.228 5.505 0.348 3.137 -1.115 1.052
O -0.763 -2.646 5.342 -0.510 1.663 0.012 -0.699
O 0.039 -0.600 6.625 -1.873 -0.534 -0.825 -0.232
C 1.360 -1.191 6.672 -0.023 0.627 0.226 0.194
C 2.005 -0.755 7.970 0.197 -0.625 0.362 -1.398
C -2.609 -0.885 6.460 1.070 -0.356 0.595 -1.064
H 1.912 -0.772 5.831 0.091 -0.691 -0.237 0.001
H 1.180 -2.266 6.687 0.672 -0.009 -0.451 0.361
H 2.127 0.314 8.144 -0.680 0.043 -0.181 0.321
H 3.031 -1.114 8.051 0.022 -0.375 -0.340 0.389
H 1.448 -1.272 8.752 0.034 0.525 0.399 0.380
H -2.614 -1.618 7.267 0.096 -0.112 -0.094 0.426
H -3.581 -0.921 5.968 0.589 -0.242 -0.799 0.336
H -2.518 0.091 6.935 0.369 0.074 -0.287 0.319
C -5.348 -2.268 0.929 0.428 0.032 0.778 -0.583
C -4.041 -2.199 1.371 -2.847 0.682 -1.763 0.093
C -3.172 -3.382 1.512 -1.366 3.142 0.463 0.433
O -2.010 -3.223 1.776 1.065 -0.936 -0.015 -0.503
C -3.946 -4.558 1.395 -3.312 -3.746 0.313 -0.486
C -5.330 -4.690 1.196 3.967 -0.181 -0.553 -0.332
C -6.182 -3.558 0.830 0.267 0.134 0.255 0.183
O -7.363 -3.747 0.548 1.665 1.227 0.214 -0.552
H -5.861 -1.334 0.755 -0.156 0.097 -0.072 0.490
H -3.647 -1.195 1.425 0.411 0.004 0.160 0.439
H -3.443 -5.475 1.665 0.266 -0.266 -0.326 0.390
H -5.694 -5.692 1.021 -0.337 -0.076 0.500 0.387
C -1.342 -0.812 -6.492 -1.228 1.006 -1.280 -0.379
C -2.431 -0.673 -7.344 3.424 1.802 2.610 -0.310
C -2.960 -1.793 -8.042 -1.507 -0.933 -0.225 0.148
O -3.822 -1.716 -8.900 0.504 0.019 0.127 -0.557
C -2.546 -3.078 -7.460 -1.793 -0.601 -1.270 -0.349
C -1.517 -3.224 -6.682 0.633 -1.148 0.481 -0.270
C -0.661 -2.099 -6.319 0.771 -1.727 0.096 0.282
O 0.472 -2.376 -5.928 -0.853 1.548 -0.083 -0.505
H -0.931 0.019 -5.938 -0.062 0.326 -0.113 0.546
H -2.832 0.325 -7.444 -0.262 -0.025 -0.281 0.586
H -3.219 -3.894 -7.677 0.132 -0.241 -0.307 0.423
H -1.262 -4.220 -6.351 0.294 0.051 0.299 0.435
C -4.279 1.249 -4.367 1.107 -2.403 0.776 -0.546
C -3.703 0.295 -3.557 -0.213 0.738 0.567 -0.516
C -3.045 0.536 -2.180 -0.519 -2.039 -0.266 0.294
O -2.650 -0.398 -1.437 -1.131 2.650 -2.144 -0.437
C -3.037 1.950 -1.894 0.174 2.442 -0.195 0.204
C -3.572 2.909 -2.719 0.835 -1.122 1.442 -0.616
C -4.229 2.674 -4.016 -0.520 2.680 -1.295 0.193
O -4.602 3.677 -4.698 0.850 -3.560 1.795 -0.629
H -4.670 0.841 -5.287 -0.356 0.569 -0.228 0.520
H -3.721 -0.768 -3.747 -0.191 -0.085 -0.653 0.510
H -2.474 2.281 -1.034 -0.110 -0.045 0.287 0.520
H -3.468 3.952 -2.458 -0.031 0.102 0.132 0.514
C -1.003 5.177 -3.766 1.763 1.621 1.882 -0.563
C -0.110 5.776 -2.896 0.127 -0.676 -1.576 -0.578
C 1.026 5.051 -2.223 0.920 0.080 1.749 0.469
O 1.835 5.492 -1.379 -1.827 0.291 -1.911 -0.568
C 1.060 3.626 -2.455 -3.044 -2.506 -2.200 0.357
C 0.068 2.991 -3.219 2.720 1.453 0.479 0.013
C -0.877 3.743 -4.149 1.068 0.660 2.991 0.230
O -1.478 3.239 -5.041 -0.607 -0.816 -1.338 -0.483
H -1.770 5.844 -4.131 -0.165 -0.358 -0.628 0.503
H -0.024 6.852 -2.851 -0.561 0.181 0.426 0.393
H 1.766 3.009 -1.919 0.120 0.148 0.079 -0.038
H 0.165 1.921 -3.325 -0.377 -0.216 -0.044 0.256
C -2.496 2.632 2.826 0.733 0.305 0.420 0.077
C -2.236 3.181 4.025 1.132 0.805 -1.226 -0.424
C -3.056 3.054 5.195 -0.250 -0.028 3.552 0.149
O -2.759 3.557 6.327 -1.242 -1.649 -3.870 -0.623
C -4.190 2.078 4.969 0.897 1.401 1.675 -0.576
C -4.405 1.540 3.793 -2.278 -1.275 0.013 -0.149
C -3.719 1.856 2.567 0.872 0.299 -1.406 0.257
O -4.078 1.538 1.433 0.224 0.106 1.453 -0.568
H -1.749 2.680 2.048 -0.049 0.210 -0.297 0.370
H -1.340 3.765 4.177 0.200 -0.033 -0.095 0.440
H -4.803 1.839 5.826 -0.087 -0.038 0.070 0.525
H -5.254 0.875 3.737 -0.108 -0.254 -0.342 0.452
C 4.490 -2.305 0.860 1.714 1.467 0.052 -0.292
C 5.790 -2.107 1.318 -3.478 -0.764 -0.163 -0.376
C 6.924 -2.805 0.718 1.218 1.101 0.902 0.220
O 8.055 -2.705 1.178 -0.572 -0.170 -0.112 -0.569
C 6.652 -3.487 -0.507 -2.384 0.063 -2.067 -0.391
C 5.363 -3.624 -0.968 4.506 -1.420 -0.993 -0.116
C 4.197 -3.072 -0.391 -0.852 -0.522 1.086 0.430
O 3.112 -3.302 -0.915 0.417 0.746 0.906 -0.592
H 3.679 -1.679 1.202 -0.136 -0.105 0.503 0.349
H 5.974 -1.511 2.200 0.031 0.174 -0.011 0.445
H 7.472 -3.626 -1.197 0.224 -0.839 0.264 0.412
H 5.311 -4.225 -1.864 -0.609 0.269 -0.373 0.453
```
Forces are in eV/Å.

Properties
multiplicity: 1
net charge: 0
M: 1460.5 g mol⁻¹
energy above the lowest of the compared OMol25 structures with the same formula, charge and spin: 4.465 eV
total energy: -529387.48646 eV

***

The following Kohn-Sham gap values (in eV) correspond, in order, to the records above: 3.7 7.3.